Record 1
43
Properties=species:S:1:pos:R:3:forces:R:3 method="wB97M-V/def2-TZVPD" charge=-1 e_homo_ev=-4.9353 e_above_lowest_ev=0.353 e_lumo_ev=2.432
Zn -0.993 1.148 0.440 0.07 0.12 0.18
C -2.367 -0.384 -3.397 -0.04 0.00 0.11
C -2.025 -0.149 -1.956 0.08 0.29 -0.42
N -1.490 0.947 -1.561 -0.35 -0.31 0.40
N -1.210 1.929 -2.411 0.34 0.30 -0.87
C -1.237 3.129 -1.852 0.06 -0.16 0.36
N -0.717 4.145 -2.604 -0.07 0.06 -0.16
S -1.883 3.498 -0.315 -0.09 0.00 0.04
C -2.382 -1.091 -0.889 -0.18 -0.40 0.44
C -2.806 -2.395 -1.139 0.06 0.13 -0.14
C -3.222 -3.189 -0.084 -0.01 0.05 0.12
C -3.198 -2.674 1.201 0.01 -0.05 -0.12
C -2.725 -1.381 1.382 0.05 -0.05 0.09
N -2.338 -0.617 0.370 0.00 -0.01 -0.22
H -2.767 0.540 -3.816 0.06 0.00 -0.02
H -3.104 -1.175 -3.517 0.00 -0.03 -0.01
H -1.472 -0.639 -3.968 -0.01 0.01 -0.02
H -0.036 3.885 -3.301 -0.06 -0.08 0.03
H -0.533 4.983 -2.082 0.01 0.04 -0.01
H -2.799 -2.788 -2.146 -0.02 0.03 -0.01
H -3.563 -4.200 -0.270 0.02 -0.01 0.01
H -3.522 -3.261 2.048 0.02 0.03 0.03
H -2.636 -0.926 2.362 -0.01 0.06 0.02
O 0.969 2.145 -0.191 0.14 0.13 0.02
C 2.085 1.864 0.208 0.04 0.10 -0.05
C 2.558 0.557 0.599 -0.29 -0.29 0.08
C 3.914 0.392 0.830 0.23 0.02 0.03
C 4.443 -0.844 1.151 -0.52 0.06 -0.12
C 3.583 -1.960 1.273 0.25 0.06 0.02
C 2.248 -1.824 1.073 -0.11 0.01 -0.06
C 1.646 -0.563 0.711 0.26 0.07 0.11
O 0.409 -0.482 0.526 -0.17 -0.10 -0.10
N 5.848 -0.994 1.350 0.45 0.01 0.22
O 6.573 -0.011 1.228 -0.13 -0.09 -0.04
O 6.282 -2.101 1.652 -0.10 0.06 -0.08
H 2.846 2.669 0.269 0.02 -0.04 -0.08
H 4.582 1.240 0.746 -0.01 0.01 -0.01
H 4.021 -2.914 1.531 -0.04 -0.02 0.01
H 1.577 -2.667 1.176 0.01 0.00 -0.01
O -2.058 0.725 3.602 0.07 -0.04 -0.17
C -1.155 1.520 3.351 -0.03 0.19 0.19
O -0.610 1.794 2.232 0.01 -0.06 0.31
H -0.735 2.122 4.189 -0.02 -0.11 -0.07

***

Record 2
41
Properties=species:S:1:pos:R:3:forces:R:3 method="wB97M-V/def2-TZVPD" e_homo_ev=-8.6976 e_above_lowest_ev=3.872 e_lumo_ev=-0.261
O -0.133 0.040 -3.576 1.28 -0.43 0.87
C -0.278 -0.246 -2.397 -2.01 1.90 -0.94
N -1.272 -1.167 -2.109 -0.43 0.55 4.31
N -1.918 -1.351 -0.722 -1.21 -0.67 -3.54
C -3.258 -0.984 -0.407 2.20 2.00 1.40
N -3.541 -0.477 0.772 0.55 -0.98 -1.76
C -2.429 -0.239 1.661 -2.51 -0.51 -1.04
C -2.232 1.063 2.075 -0.06 1.67 0.08
C -1.088 1.396 2.773 -0.06 -0.22 0.54
C -0.274 0.343 3.243 0.07 1.40 0.00
C -0.549 -0.975 2.881 -0.56 1.70 0.47
C -1.653 -1.279 2.113 0.78 -0.91 0.10
S 1.303 0.778 4.051 2.30 0.65 2.44
O 1.392 2.041 4.949 -1.10 -3.75 -3.74
O 1.848 -0.457 4.702 -1.34 2.22 -1.77
C 2.223 1.037 2.445 0.64 -1.36 -0.36
C 2.427 2.294 1.854 0.02 -0.87 0.40
C 3.129 2.437 0.671 0.23 -0.06 0.42
C 3.617 1.300 0.031 0.15 2.53 -2.58
C 3.540 0.092 0.618 -1.40 -0.66 1.76
C 2.769 -0.115 1.771 0.03 2.42 0.12
N 4.198 1.443 -1.275 -0.59 0.13 -3.22
C 3.586 1.755 -2.423 0.11 -0.03 4.11
N 2.187 2.088 -2.464 -0.10 -1.03 0.38
N 1.211 1.718 -1.393 1.62 -0.66 -5.37
C 0.220 0.762 -1.253 1.15 -0.39 -0.57
O -0.270 0.801 -0.159 -1.16 -0.77 0.60
H -1.517 -1.812 -2.846 -0.16 -0.09 0.25
H -1.355 -1.317 0.091 1.49 0.23 -0.06
H -3.966 -0.966 -1.223 -0.25 -0.37 0.12
H -2.911 1.929 1.852 0.51 -1.40 -0.28
H -0.925 2.481 2.910 0.34 -0.93 0.43
H 0.048 -1.743 3.224 1.37 -1.43 0.78
H -1.794 -2.352 1.836 -0.26 1.15 0.19
H 1.988 3.152 2.286 -0.20 0.82 0.71
H 3.375 3.415 0.269 -0.37 -0.07 -0.07
H 4.043 -0.693 0.165 0.56 -1.60 -0.84
H 2.602 -1.129 2.036 -0.09 -0.53 0.87
H 4.198 1.922 -3.416 -1.47 -0.41 2.17
H 1.868 2.493 -3.354 -0.49 -0.59 1.02
H 1.283 2.217 -0.566 0.46 1.33 1.59

***

Record 3
39
Properties=species:S:1:pos:R:3:forces:R:3 method="wB97M-V/def2-TZVPD" charge=+4 e_homo_ev=-21.4833 e_lumo_ev=-14.487
Zr -0.294 -0.059 -0.059 -0.11 0.02 -0.12
Se -1.455 0.601 2.438 -0.06 -0.02 -0.09
Se -3.011 0.041 0.689 0.01 0.05 0.11
C -2.730 1.639 -0.349 -0.01 -0.03 0.04
C -3.687 2.585 -0.592 0.04 0.04 -0.04
C -3.323 3.654 -1.428 -0.04 0.00 0.02
C -2.038 3.716 -1.947 -0.01 0.01 -0.01
C -1.130 2.717 -1.639 0.00 -0.02 0.00
N -1.471 1.672 -0.854 0.05 -0.02 0.02
C -0.969 -1.270 2.570 0.01 0.07 0.04
C -1.132 -2.021 3.703 0.02 -0.04 -0.06
C -0.742 -3.367 3.631 0.00 0.00 0.06
C -0.232 -3.877 2.447 0.00 -0.02 0.00
C -0.100 -3.044 1.349 0.02 0.06 0.03
N -0.455 -1.742 1.407 0.06 -0.07 -0.07
H -4.680 2.511 -0.167 0.00 0.01 0.00
H -4.048 4.426 -1.659 0.01 0.00 -0.01
H -1.735 4.534 -2.588 0.00 0.00 0.00
H -0.119 2.738 -2.028 0.01 0.00 0.00
H -1.550 -1.598 4.608 0.00 -0.01 0.01
H -0.850 -4.004 4.503 -0.01 -0.01 -0.01
H 0.063 -4.916 2.367 0.00 0.00 0.00
H 0.299 -3.409 0.410 -0.01 0.00 -0.01
N 3.710 1.206 -0.127 0.05 0.03 0.06
C 3.455 1.993 0.980 -0.01 0.01 -0.05
C 2.145 1.825 1.277 0.00 -0.04 0.01
N 1.592 0.929 0.366 0.00 0.03 0.04
C 2.595 0.581 -0.478 -0.05 -0.05 -0.02
C 2.288 -0.353 -1.553 -0.02 0.03 0.06
N 1.024 -0.831 -1.624 0.00 -0.02 0.00
C 0.986 -1.674 -2.736 -0.02 0.05 0.05
C 2.214 -1.687 -3.306 0.00 -0.01 0.01
N 3.010 -0.852 -2.546 0.03 -0.02 -0.05
H 4.620 1.135 -0.572 0.00 0.00 0.00
H 4.217 2.598 1.447 0.02 -0.01 -0.02
H 1.574 2.279 2.069 -0.02 -0.01 0.00
H 0.096 -2.197 -3.046 -0.01 0.00 0.01
H 2.585 -2.209 -4.176 0.04 0.02 0.01
H 3.988 -0.668 -2.748 0.00 -0.01 -0.01

***

Record 4
32
Properties=species:S:1:pos:R:3:forces:R:3 method="wB97M-V/def2-TZVPD" e_homo_ev=-8.2918 e_above_lowest_ev=1.159 e_lumo_ev=0.795
C 2.882 1.368 2.732 -0.60 -0.61 -0.21
C 2.091 0.822 1.967 0.99 1.39 1.76
C 1.072 0.243 1.061 0.50 -0.07 -1.18
C 1.169 0.932 -0.366 -1.21 -0.07 0.08
C 0.948 -0.026 -1.534 -1.29 1.89 1.91
C -0.300 -0.260 -2.094 -1.20 -1.33 -1.38
C -0.418 -1.128 -3.249 1.90 2.22 0.39
C 0.775 -1.503 -3.901 1.36 -1.40 1.78
O 0.750 -2.276 -5.042 -0.09 0.58 0.39
C 2.033 -1.365 -3.205 -0.46 0.87 -0.90
C 2.052 -0.563 -2.050 3.33 -2.98 -1.88
C -0.351 0.270 1.580 -2.86 -0.04 1.48
C -0.796 1.438 2.320 -0.64 -2.06 -0.72
C -2.070 1.492 2.912 1.31 -1.09 -0.59
C -2.940 0.393 2.703 -0.26 1.83 0.34
O -4.198 0.476 3.205 -1.20 0.71 0.45
C -2.650 -0.721 1.944 1.89 0.44 -0.53
C -1.350 -0.810 1.412 1.82 2.45 0.68
H 3.566 1.792 3.520 -1.20 -0.76 -1.59
H 1.425 -0.784 0.872 -0.43 0.05 0.20
H 0.391 1.665 -0.546 -0.41 0.34 0.82
H 2.068 1.535 -0.404 0.50 -0.45 -0.38
H -1.250 0.156 -1.669 1.16 -0.29 -0.32
H -1.316 -1.195 -3.826 -0.66 -0.32 0.14
H 1.653 -2.608 -5.132 -0.20 -0.05 -0.30
H 3.031 -1.709 -3.650 -1.71 0.28 0.59
H 3.041 -0.539 -1.538 -0.90 0.53 -0.30
H -0.157 2.288 2.438 0.54 0.20 0.10
H -2.261 2.330 3.608 -0.41 -0.60 -0.62
H -4.461 1.415 3.343 0.48 -1.09 -0.07
H -3.404 -1.463 1.733 -0.02 -0.08 0.16
H -1.026 -1.665 0.858 -0.01 -0.50 -0.30

***

Record 5
39
Properties=species:S:1:pos:R:3:forces:R:3 method="wB97M-V/def2-TZVPD" charge=+2 e_homo_ev="-15.5433 / -15.5241" spin_multiplicity=2 e_lumo_ev="-8.370 / -10.837"
C 3.258 -1.468 1.842 -0.23 -0.16 -0.22
C 4.204 -1.749 0.575 0.73 0.90 0.70
F 4.042 -3.111 0.131 -0.09 2.08 0.45
C 4.005 -0.672 -0.624 -0.72 -0.25 0.42
C 2.435 -0.303 -0.731 -1.90 -1.11 -0.66
C 1.467 -1.315 -1.018 1.24 2.35 0.52
C -0.097 -1.034 -1.186 1.08 -2.44 -0.33
O -0.803 -2.002 -1.576 1.47 3.80 1.33
C -0.641 0.412 -0.820 -0.79 2.57 0.45
C -2.154 0.717 -0.829 2.36 1.58 0.40
C -3.314 -0.312 -1.193 -0.29 0.86 -0.45
C -3.922 -1.129 0.063 0.01 1.65 0.14
C -3.222 -0.826 1.471 -0.68 -1.66 0.71
I -3.794 -3.279 -0.485 -0.13 0.59 1.01
C -2.579 2.208 -0.471 3.31 1.47 0.53
C -1.548 3.341 -0.133 0.58 -3.36 -0.86
C -0.034 3.032 -0.134 -2.62 -0.63 -0.66
O 0.860 4.098 0.138 -3.07 -3.30 -3.93
N 1.066 4.292 1.497 2.61 -1.26 4.51
O 1.694 3.417 1.983 -1.68 1.90 -0.95
C 0.403 1.546 -0.483 -1.65 -0.48 -0.27
C 1.968 1.228 -0.524 2.93 -0.42 -0.39
O 2.884 2.078 -0.447 -3.95 -2.14 -0.08
H 3.777 -1.761 2.822 -0.85 0.16 -1.57
H 2.282 -2.054 1.686 1.49 0.78 0.46
H 2.971 -0.358 1.961 0.61 -1.57 -0.42
H 5.290 -1.630 0.937 -1.59 -0.46 -0.80
H 4.650 0.242 -0.360 -1.29 -1.28 -0.39
H 4.398 -1.084 -1.627 -0.79 0.54 1.61
H 1.885 -2.382 -1.142 -1.21 1.70 0.05
H -3.020 -1.051 -2.011 0.21 1.38 1.25
H -4.178 0.320 -1.637 1.40 -0.86 0.79
H -5.041 -0.879 0.120 1.73 -0.68 -0.06
H -2.263 -1.454 1.614 -1.33 1.35 -0.39
H -3.066 0.281 1.699 -0.14 -1.46 -0.66
H -3.947 -1.215 2.285 1.19 0.67 -1.26
H -3.682 2.541 -0.455 1.86 -0.84 -0.10
H -1.872 4.413 0.100 0.38 -1.84 -0.41
Ag -4.365 -3.097 -3.041 -0.13 -0.15 -0.45

***

Record 6
47
Properties=species:S:1:pos:R:3:forces:R:3 method="wB97M-V/def2-TZVPD" charge=+1 e_homo_ev="-11.8653 / -12.4019" spin_multiplicity=5 e_above_lowest_ev=0.274 e_lumo_ev="-3.860 / -7.304"
Pt -0.225 -0.257 0.353 -0.36 -0.05 -0.27
O 3.361 2.284 0.132 0.06 0.00 0.08
As 1.873 2.127 1.052 -0.15 -0.07 0.12
O 2.059 2.706 2.547 0.05 -0.10 -0.20
O 1.615 0.413 0.816 0.39 0.26 0.09
C 0.627 2.926 -0.206 -0.08 -0.01 -0.15
C 1.177 3.590 -1.303 -0.01 -0.01 0.11
C 0.362 4.128 -2.287 -0.01 0.02 -0.01
C -1.017 4.009 -2.204 0.02 0.02 -0.04
C -1.584 3.352 -1.128 0.04 0.06 0.09
C -0.764 2.821 -0.138 0.00 0.18 -0.05
S -1.601 1.981 1.169 0.03 -0.40 0.27
O -2.204 0.771 0.486 0.23 0.31 -0.12
O -2.535 2.825 1.817 -0.07 -0.01 -0.05
O -0.518 1.382 2.005 -0.20 0.10 -0.06
H 4.023 2.648 0.737 0.04 0.01 -0.05
H 2.250 3.684 -1.375 0.04 0.00 -0.03
H 0.809 4.649 -3.124 0.02 0.00 0.00
H -1.649 4.434 -2.971 -0.01 0.00 0.00
H -2.659 3.262 -1.043 -0.02 -0.01 0.02
C -2.916 -1.675 -0.962 -0.09 0.04 0.03
O -1.630 -1.173 -1.349 0.08 -0.27 -0.01
C -0.954 -2.103 -2.200 -0.16 0.03 -0.08
C 0.286 -1.431 -2.694 0.11 -0.01 0.03
O 1.078 -1.146 -1.547 0.02 0.13 -0.10
C 2.331 -0.535 -1.889 -0.09 0.01 -0.05
H -3.494 -1.885 -1.863 -0.02 0.00 0.02
H -3.404 -0.904 -0.375 0.02 -0.06 -0.04
H -2.803 -2.589 -0.375 -0.01 -0.01 0.01
H -1.603 -2.361 -3.041 0.00 0.02 0.04
H -0.717 -3.016 -1.643 0.00 0.03 0.01
H 0.044 -0.504 -3.225 0.00 -0.03 0.01
H 0.834 -2.096 -3.370 0.00 0.02 0.03
H 2.908 -1.237 -2.493 0.03 0.01 -0.03
H 2.849 -0.299 -0.966 -0.03 0.02 -0.04
H 2.151 0.383 -2.455 0.06 0.01 0.03
Cl -2.666 -1.332 2.592 -0.05 0.02 -0.02
C -1.121 -2.032 2.730 -0.07 -0.21 0.46
C -0.158 -1.832 1.782 0.09 0.01 0.06
C 1.058 -2.517 1.992 0.12 -0.28 0.25
Cl 2.239 -2.487 0.808 0.12 -0.13 0.08
C 1.349 -3.302 3.179 -0.09 0.18 -0.22
Cl 2.862 -4.032 3.362 0.03 -0.02 0.03
C 0.379 -3.445 4.138 -0.05 0.04 -0.07
Cl 0.657 -4.349 5.552 0.01 0.01 -0.02
C -0.878 -2.830 3.916 0.02 0.14 -0.22
Cl -2.080 -3.006 5.059 -0.07 -0.02 0.08